(1)
Formula: C12H25FeO6
Source: the OMol25 dataset
Level of theory: ωB97M-V with the def2-TZVPD basis set

Computed properties:
* total charge: +2
* HOMO-LUMO gap (spin up / spin down): 7.94 / 9.42 eV
* HOMO (spin up / spin down): -13.048 / -16.388 eV
* DFT total energy: -59495.0517 eV
* multiplicity: 6
* <S²>: 8.7581
* largest force on an atom: 0.1067 Eh/bohr

Geometry (Å):
1 Fe -0.219 0.141 -0.010
2 C -0.600 2.501 -1.704
3 C 0.223 3.002 -0.529
4 O 0.197 2.019 0.502
5 C -1.093 1.986 1.167
6 C -1.447 0.731 2.014
7 O -1.723 -0.540 1.405
8 C -2.568 -0.557 0.278
9 C -2.062 -1.738 -0.520
10 O -0.631 -1.689 -0.481
11 C -0.049 -2.906 -0.010
12 C 0.521 -2.551 1.340
13 O 0.742 -1.144 1.250
14 C 2.045 -0.729 1.642
15 C 2.772 -0.778 0.336
16 O 1.656 -0.830 -0.547
17 C 1.669 0.206 -1.536
18 C 0.324 0.364 -2.288
19 O -0.739 1.083 -1.614
20 H -0.195 2.832 -2.666
21 H -1.611 2.917 -1.638
22 H -0.127 3.976 -0.167
23 H 1.265 3.141 -0.832
24 H -1.905 2.177 0.461
25 H -1.085 2.840 1.856
26 H -2.335 0.976 2.609
27 H -0.634 0.558 2.726
28 H -2.516 0.355 -0.310
29 H -3.609 -0.699 0.587
30 H -2.400 -1.688 -1.560
31 H -2.452 -2.662 -0.078
32 H 0.756 -3.171 -0.703
33 H -0.729 -3.764 0.030
34 H 1.421 -3.134 1.564
35 H -0.215 -2.722 2.131
36 H 2.491 -1.340 2.433
37 H 1.970 0.302 1.999
38 H 3.336 -1.709 0.226
39 H 3.444 0.073 0.187
40 H 2.434 -0.076 -2.269
41 H 1.980 1.146 -1.084
42 H -0.071 -0.624 -2.540
43 H 0.514 0.861 -3.248
44 H 1.253 0.862 -0.407

Results of the Mulliken charge analysis, in e, for atoms 1 through 8: number 1, Fe, carries 0.19; number 2, C, carries -0.58; number 3, C, carries -0.47; number 4, O, carries -0.42; number 5, C, carries -0.38; number 6, C, carries -0.85; number 7, O, carries -0.34; number 8, C, carries -0.15

***

(2)
Formula: C12H25KNO5P2
Source: the OMol25 dataset
Level of theory: ωB97M-V with the def2-TZVPD basis set

Computed properties:
* total charge: -1
* HOMO-LUMO gap: 7.24 eV
* HOMO: -4.692 eV
* DFT total energy: -59482.9201 eV
* energy relative to the best compared isomer or geometry (same formula, charge and spin): 151.8 kJ/mol
* largest force on an atom: 0.0389 Eh/bohr

Geometry (Å):
1 K 0.375 0.844 -0.488
2 O 1.085 -1.773 2.135
3 C 2.359 -2.056 1.587
4 C 2.240 -2.597 0.169
5 N 1.890 -1.516 -0.735
6 C 3.029 -0.841 -1.355
7 C 2.570 0.618 -1.585
8 O 2.007 0.884 -2.668
9 O 2.651 1.375 -0.589
10 C 0.846 -1.849 -1.681
11 C -0.561 -1.736 -1.070
12 O -1.512 -2.179 -1.723
13 O -0.624 -1.124 0.044
14 H 0.520 -1.441 1.410
15 H 2.977 -1.149 1.561
16 H 2.846 -2.785 2.243
17 H 3.168 -3.109 -0.131
18 H 1.430 -3.331 0.166
19 H 3.869 -0.843 -0.660
20 H 3.328 -1.321 -2.298
21 H 0.869 -1.117 -2.493
22 H 0.958 -2.845 -2.131
23 C -0.972 4.695 0.994
24 P -1.246 2.861 1.057
25 C -0.336 2.553 2.626
26 C -3.008 2.863 1.631
27 C -3.434 1.439 2.015
28 P -2.324 0.253 1.071
29 C -3.132 0.429 -0.573
30 C -3.134 -1.307 1.626
31 H 0.083 4.871 0.781
32 H -1.245 5.200 1.924
33 H -1.553 5.118 0.172
34 H -0.686 3.222 3.416
35 H 0.726 2.728 2.443
36 H -0.467 1.516 2.929
37 H -3.608 3.225 0.792
38 H -3.125 3.580 2.450
39 H -4.501 1.269 1.841
40 H -3.246 1.266 3.080
41 H -4.216 0.479 -0.454
42 H -2.869 -0.444 -1.172
43 H -2.783 1.332 -1.080
44 H -4.214 -1.256 1.477
45 H -2.920 -1.469 2.684
46 H -2.718 -2.130 1.048

Results of the Mulliken charge analysis, in e, for atoms 1 through 8: number 1, K, carries 0.78; number 2, O, carries -0.58; number 3, C, carries -0.39; number 4, C, carries -1.13; number 5, N, carries 0.78; number 6, C, carries -0.73; number 7, C, carries 0.29; number 8, O, carries -0.66

***

(3)
Formula: C12H25N2O3P2V
Source: the OMol25 dataset
Level of theory: ωB97M-V with the def2-TZVPD basis set

Computed properties:
* total charge: +1
* HOMO-LUMO gap (spin up / spin down): 6.60 / 7.18 eV
* HOMO (spin up / spin down): -11.891 / -11.866 eV
* DFT total energy: -66229.6246 eV
* multiplicity: 2
* <S²>: 0.7973
* largest force on an atom: 0.1589 Eh/bohr

Geometry (Å):
1 C 2.948 2.194 -2.433
2 C 2.195 1.655 -1.378
3 N 1.213 0.738 -1.628
4 C 0.954 0.334 -2.906
5 C 1.662 0.872 -3.988
6 C 2.674 1.810 -3.750
7 C 2.394 2.091 0.051
8 P 1.755 0.804 1.236
9 V 0.000 0.000 0.000
10 P -1.340 -0.724 -1.691
11 C -0.082 -0.754 -3.079
12 O 0.713 4.578 1.109
13 O -1.418 3.033 1.821
14 H 3.731 2.924 -2.211
15 H 1.429 0.540 -5.004
16 H 3.245 2.235 -4.582
17 C 3.181 -0.324 1.536
18 C 1.543 1.677 2.836
19 H -0.529 -0.729 -4.088
20 H 0.427 -1.731 -2.957
21 H 1.762 2.987 0.268
22 H 3.444 2.380 0.235
23 C -2.062 -2.413 -1.696
24 C -2.705 0.340 -2.322
25 H -1.191 2.358 1.113
26 H -1.662 2.471 2.580
27 H -0.061 4.100 1.513
28 H 0.319 4.969 0.309
29 H 0.708 -1.519 -0.028
30 H -0.789 1.509 0.014
31 H 4.047 0.212 1.963
32 H 2.859 -1.120 2.228
33 H 3.458 -0.793 0.578
34 H 2.467 2.190 3.153
35 H 0.724 2.401 2.715
36 H 1.248 0.927 3.589
37 H -3.142 -0.047 -3.260
38 H -3.487 0.396 -1.546
39 H -2.305 1.355 -2.478
40 H -2.525 -2.673 -2.663
41 H -1.262 -3.129 -1.445
42 H -2.821 -2.455 -0.896
43 O -2.144 -3.225 2.457
44 C -1.550 -2.331 1.776
45 N -0.935 -1.406 1.072

Results of the Mulliken charge analysis, in e, for atoms 1 through 8: number 1, C, carries -0.90; number 2, C, carries 0.45; number 3, N, carries 0.31; number 4, C, carries 0.60; number 5, C, carries -0.93; number 6, C, carries -0.40; number 7, C, carries -0.86; number 8, P, carries 1.25

***

(4)
Formula: C12H25N3O3
Source: the OMol25 dataset
Level of theory: ωB97M-V with the def2-TZVPD basis set

Computed properties:
* HOMO-LUMO gap: 9.65 eV
* HOMO: -9.230 eV
* DFT total energy: -23461.3318 eV
* energy relative to the best compared isomer or geometry (same formula, charge and spin): 234.4 kJ/mol
* largest force on an atom: 0.0624 Eh/bohr
* SMILES: CC(C)C[C@H](NC(=O)[C@@H](N)CCCCN)C(=O)O

Geometry (Å):
1 C -2.925 1.294 1.519
2 C -1.483 1.726 1.670
3 C -0.580 0.518 2.142
4 C -0.981 2.439 0.469
5 C -1.100 1.559 -0.899
6 N 0.046 0.611 -1.057
7 C 1.275 1.077 -1.252
8 O 1.413 2.256 -1.370
9 C 2.517 0.102 -1.173
10 N 3.063 0.420 0.201
11 C 2.180 -1.339 -1.323
12 C 1.803 -1.993 0.162
13 C 0.958 -3.266 0.124
14 C -0.536 -3.157 0.527
15 N -1.236 -1.863 0.069
16 C -1.125 2.586 -2.087
17 O -1.208 3.780 -1.906
18 O -0.773 2.163 -3.272
19 H -3.566 2.154 1.287
20 H -3.081 0.584 0.735
21 H -3.234 0.847 2.493
22 H -1.372 2.439 2.525
23 H -1.063 0.145 3.018
24 H -0.663 -0.401 1.469
25 H 0.490 0.772 2.249
26 H 0.079 2.693 0.582
27 H -1.631 3.344 0.245
28 H -1.997 0.988 -1.007
29 H -0.127 -0.360 -0.743
30 H 3.205 0.467 -1.942
31 H 2.749 1.393 0.486
32 H 4.081 0.383 0.395
33 H 1.264 -1.395 -2.014
34 H 3.041 -1.891 -1.828
35 H 1.256 -1.263 0.781
36 H 2.809 -2.112 0.469
37 H 1.300 -4.140 0.739
38 H 1.036 -3.635 -0.925
39 H -0.993 -4.051 -0.028
40 H -0.722 -3.193 1.608
41 H -1.831 -1.635 0.858
42 H -1.734 -2.249 -0.700
43 H -0.607 1.204 -3.295

Results of the Mulliken charge analysis, in e, for atoms 1 through 8: number 1, C, carries -1.68; number 2, C, carries 0.93; number 3, C, carries -1.02; number 4, C, carries -1.04; number 5, C, carries -0.14; number 6, N, carries 0.31; number 7, C, carries -0.10; number 8, O, carries -0.61

***

(5)
Formula: C12H25N3O3
Source: the OMol25 dataset
Level of theory: ωB97M-V with the def2-TZVPD basis set

Computed properties:
* HOMO-LUMO gap: 9.61 eV
* HOMO: -9.271 eV
* DFT total energy: -23459.6471 eV
* energy relative to the best compared isomer or geometry (same formula, charge and spin): 397.0 kJ/mol
* largest force on an atom: 0.1074 Eh/bohr
* SMILES: CC(C)C[C@H](NC(=O)[C@@H](N)CCCCN)C(=O)O

Geometry (Å):
1 C -0.871 3.096 1.000
2 C -1.171 1.864 0.255
3 C -1.876 2.063 -1.067
4 C -2.156 0.980 1.188
5 C -2.053 -0.544 0.858
6 N -0.761 -1.137 1.065
7 C 0.166 -1.350 0.161
8 O 0.174 -0.772 -0.976
9 C 1.417 -2.293 0.467
10 N 1.865 -2.796 -0.794
11 C 2.429 -1.369 1.231
12 C 2.655 0.024 0.883
13 C 3.138 0.252 -0.641
14 C 3.349 1.818 -0.707
15 N 2.079 2.444 -0.682
16 C -2.795 -1.178 -0.342
17 O -2.521 -2.211 -0.919
18 O -3.612 -0.319 -0.829
19 H -0.355 2.834 1.975
20 H -0.443 3.919 0.481
21 H -1.777 3.737 1.243
22 H -0.221 1.285 0.130
23 H -2.987 2.254 -0.829
24 H -1.923 0.941 -1.416
25 H -1.516 2.917 -1.855
26 H -1.886 1.028 2.212
27 H -3.211 1.402 1.109
28 H -2.602 -0.848 1.716
29 H -0.546 -1.502 2.026
30 H 1.223 -3.201 1.112
31 H 1.612 -2.003 -1.541
32 H 1.052 -3.507 -0.988
33 H 2.319 -1.634 2.362
34 H 3.400 -1.973 1.154
35 H 1.871 0.703 1.121
36 H 3.414 0.385 1.550
37 H 2.364 0.177 -1.320
38 H 4.033 -0.320 -1.001
39 H 4.024 2.182 -1.552
40 H 3.926 2.111 0.131
41 H 1.638 1.847 -1.368
42 H 2.186 3.391 -1.088
43 H -3.596 0.535 -0.420

Results of the Mulliken charge analysis, in e, for atoms 1 through 8: number 1, C, carries -1.70; number 2, C, carries 3.31; number 3, C, carries -1.62; number 4, C, carries -1.95; number 5, C, carries -0.15; number 6, N, carries 0.09; number 7, C, carries 0.18; number 8, O, carries -0.68

***

(6)
Formula: C12H25N8
Source: the OMol25 dataset
Level of theory: ωB97M-V with the def2-TZVPD basis set

Computed properties:
* total charge: +1
* HOMO-LUMO gap: 8.44 eV
* HOMO: -11.560 eV
* DFT total energy: -24763.0212 eV
* energy relative to the best compared isomer or geometry (same formula, charge and spin): 0.0 kJ/mol
* largest force on an atom: 0.0067 Eh/bohr
* SMILES: [H]/N=C(/C)Cn1c[n+](CCCCN/C(N)=N\[H])c(CNC)n1

Geometry (Å):
1 H -4.826 2.771 -1.190
2 N -5.020 1.918 -1.715
3 C -4.864 0.872 -1.027
4 C -5.122 -0.481 -1.618
5 C -4.406 0.909 0.430
6 N -3.054 0.362 0.572
7 C -1.907 1.008 0.526
8 N -0.931 0.108 0.666
9 C 0.521 0.359 0.662
10 C 0.882 1.810 0.396
11 C 2.391 1.962 0.164
12 C 2.839 1.685 -1.288
13 N 3.457 0.394 -1.572
14 C 4.807 0.208 -1.122
15 N 5.035 -0.573 0.055
16 N 5.794 0.698 -1.734
17 H 5.472 1.187 -2.570
18 C -1.554 -1.114 0.797
19 C -0.864 -2.435 0.966
20 N 0.223 -2.355 1.929
21 C 1.519 -2.853 1.458
22 N -2.850 -0.967 0.742
23 H -5.529 -0.358 -2.618
24 H -4.200 -1.064 -1.683
25 H -5.816 -1.051 -0.998
26 H -5.043 0.291 1.061
27 H -4.390 1.932 0.801
28 H -1.773 2.069 0.401
29 H 0.905 0.025 1.624
30 H 0.952 -0.287 -0.104
31 H 0.580 2.426 1.247
32 H 0.345 2.184 -0.482
33 H 2.919 1.290 0.847
34 H 2.678 2.973 0.452
35 H 3.559 2.446 -1.590
36 H 1.979 1.797 -1.956
37 H 2.876 -0.388 -1.298
38 H 4.717 -0.108 0.895
39 H 4.603 -1.488 -0.001
40 H -1.644 -3.136 1.267
41 H -0.504 -2.765 -0.014
42 H -0.039 -2.862 2.761
43 H 2.058 -3.307 2.287
44 H 2.138 -2.033 1.082
45 H 1.421 -3.604 0.669

Results of the Mulliken charge analysis, in e, for atoms 1 through 8: number 1, H, carries 0.23; number 2, N, carries -0.68; number 3, C, carries 0.96; number 4, C, carries -1.16; number 5, C, carries -1.19; number 6, N, carries 0.59; number 7, C, carries 0.14; number 8, N, carries 0.21